No. 1
Entry from the OMol25 dataset: the molecule C15H13BCl3NO in a non-equilibrium geometry (wB97M-V/def2-TZVPD).

Summary:
LUMO ... -1.923 eV
Energy relative to the best compared isomer or geometry (same formula, charge and spin) ... 1.521 eV
HOMO energy ... -9.23 eV

```
! RIJCOSX wB97M-V def2-TZVPD def2/J DEFGRID3
* xyz 0 1
Cl -0.64098 3.29099 4.67145
B 0.35741 1.84323 4.09161
Cl 2.02986 1.80166 4.94476
Cl -0.47801 0.20236 4.48662
O 0.49203 1.81842 2.64358
C 1.00751 0.84517 1.86445
C 2.02553 1.42574 0.92706
C 3.19301 0.74242 0.53893
C 4.04146 1.25206 -0.48373
C 3.72303 2.44314 -1.12812
C 2.62603 3.18536 -0.66790
C 1.80269 2.69312 0.35192
H 1.24709 -0.11239 2.41921
H 3.44057 -0.19310 1.06641
H 4.87482 0.64824 -0.82556
H 4.21729 2.68787 -2.06612
H 2.35834 4.11728 -1.19909
H 0.97109 3.32339 0.71330
C -3.09576 -2.32829 -3.54741
C -2.04960 -3.11551 -3.04469
C -1.64516 -2.98687 -1.70056
C -2.30737 -2.05686 -0.87769
C -1.87991 -1.84644 0.55368
N -0.77416 -0.91846 0.68591
C 0.25572 -0.33777 0.74999
C -3.45389 -1.39782 -1.32774
C -3.85211 -1.53996 -2.67246
H -3.32476 -2.33260 -4.61304
H -1.49269 -3.76592 -3.71322
H -0.77252 -3.51021 -1.30440
H -2.71137 -1.41161 1.14134
H -1.54779 -2.79218 0.99843
H -3.94150 -0.71213 -0.63979
H -4.69589 -0.96234 -3.03714
*
```

---

No. 2
Entry from the OMol25 dataset: the molecule C8H9NO in a non-equilibrium geometry (wB97M-V/def2-TZVPD).

Summary:
LUMO (alpha / beta) ... -0.805 / -0.033 eV
Energy relative to the best compared isomer or geometry (same formula, charge and spin) ... 6.707 eV
HOMO energy (alpha / beta) ... -7.32 / -7.44 eV

```
! RIJCOSX wB97M-V def2-TZVPD def2/J DEFGRID3
* xyz 0 1
C -1.04888 -1.56269 0.20065
C -0.23623 0.63478 -0.20618
C -1.24977 -0.19940 -0.16923
C 1.31989 -1.35575 0.51058
C 1.98183 -0.19017 0.88545
C 0.82954 1.60202 -0.24327
C 2.16874 0.84050 -0.25589
C -2.66080 0.21656 -0.53205
N 0.20238 -2.00681 0.49216
O 2.47056 0.00127 1.99605
H -1.87232 -2.22603 0.39846
H 0.73217 2.21937 -1.14274
H 0.80421 2.26222 0.63282
H 3.01777 1.49640 -0.06234
H 2.30391 0.32400 -1.20331
H -2.66121 0.74092 -1.48584
H -3.30043 -0.65715 -0.60983
H -3.06544 0.88429 0.22662
H 0.26406 -3.02433 0.56790
*
```

---

No. 3
Entry from the OMol25 dataset: a cluster of 10 separate species, C30H84O38P8 in total in a non-equilibrium geometry (wB97M-V/def2-TZVPD).

Summary:
LUMO ... 0.153 eV
Energy relative to the best compared isomer or geometry (same formula, charge and spin) ... 0.000 eV
SMILES ... COP(=O)(OC)OC.COP(=O)(OC)OC.COP(=O)(OC)OC.COP(=O)(OC)OC.COP(=O)(OC)OC.COP(=O)(OC)OC.COP(=O)(OC)OC.COP(=O)(OC)OC.COC(=O)OC.COC(=O)OC
HOMO energy ... -10.31 eV

```
! RIJCOSX wB97M-V def2-TZVPD def2/J DEFGRID3
* xyz 0 1
C 6.33208 -3.43393 -2.88386
O 7.15699 -3.26317 -4.07341
P 6.48096 -2.84243 -5.43673
O 7.43820 -2.93993 -6.57579
O 5.11221 -3.63955 -5.49459
C 3.97548 -3.15438 -6.19711
O 6.05627 -1.29139 -5.10396
C 7.09315 -0.35324 -4.95189
H 6.90568 -3.94838 -2.11287
H 5.40087 -3.97069 -3.06501
H 6.13855 -2.42594 -2.51697
H 4.19708 -2.13763 -6.52146
H 3.11544 -3.18084 -5.52798
H 3.65633 -3.69079 -7.09071
H 7.31890 -0.20737 -3.89554
H 6.73406 0.60649 -5.32348
H 8.06846 -0.56465 -5.39027
C 2.59836 2.09393 1.56909
O 3.28300 2.48183 2.72823
P 2.66133 2.38068 4.20976
O 3.49902 3.00279 5.31593
O 2.46517 0.75543 4.37487
C 1.29215 0.12290 3.92293
O 1.16723 2.97503 3.99608
C 1.12635 4.33623 3.76161
H 1.87925 2.90476 1.45277
H 2.07998 1.13535 1.59122
H 3.32764 2.10188 0.75903
H 0.51591 -0.04866 4.66867
H 1.55534 -0.86830 3.55368
H 0.85701 0.45515 2.98040
H 0.33199 4.82577 4.32502
H 0.82321 4.49827 2.72723
H 2.08022 4.86362 3.75249
C -5.70454 7.33022 0.28457
O -4.84771 6.55937 -0.55997
P -5.66999 5.35720 -1.28160
O -6.79154 5.76443 -2.18319
O -5.93311 4.23816 -0.13662
C -6.51800 2.97611 -0.50720
O -4.49960 4.47527 -2.14116
C -3.46474 3.94552 -1.40557
H -5.51068 8.38888 0.11204
H -5.37550 7.16144 1.30993
H -6.77128 7.10824 0.31395
H -5.96895 2.07387 -0.23774
H -6.70577 2.93760 -1.58020
H -7.44332 3.03882 0.06548
H -3.42631 2.86832 -1.56771
H -3.53340 3.92206 -0.31798
H -2.55141 4.39965 -1.78986
C -1.63111 0.66378 -3.68513
O -2.80056 1.34711 -3.65416
P -4.17549 0.58766 -3.25764
O -3.94527 0.27889 -1.80459
O -5.29203 1.65159 -3.58899
C -5.36352 2.41447 -4.73325
O -4.35100 -0.73023 -4.17059
C -5.63275 -1.21428 -4.56745
H -0.79212 1.35806 -3.63874
H -1.69042 0.06711 -4.59539
H -1.61436 -0.09643 -2.90418
H -5.08676 1.88044 -5.64227
H -4.85530 3.37814 -4.76727
H -6.44298 2.48870 -4.86488
H -6.44948 -1.41849 -3.87509
H -5.43807 -2.00041 -5.29697
H -6.17456 -0.56140 -5.25178
C -1.45648 -2.02930 5.31872
O -0.83576 -3.10913 4.72093
P -1.69479 -4.28257 4.02269
O -0.80636 -5.42618 3.71698
O -2.86949 -4.52542 5.08878
C -2.85805 -5.55845 6.09701
O -2.36262 -3.64258 2.72848
C -1.59100 -3.46786 1.54747
H -1.66956 -1.25833 4.57824
H -0.90676 -1.64206 6.17660
H -2.52188 -2.19486 5.47882
H -2.23676 -5.27442 6.94638
H -2.47134 -6.51755 5.75250
H -3.85314 -5.60895 6.53897
H -1.64919 -2.45269 1.15484
H -1.88412 -4.27437 0.87536
H -0.52080 -3.56854 1.72818
C -3.88485 -0.76861 3.07441
O -3.89743 0.10551 4.12552
P -3.06200 1.43942 4.17876
O -1.88671 1.44780 3.19574
O -4.20083 2.61023 3.88399
C -4.71873 2.86200 2.56105
O -2.83998 1.75670 5.75559
C -1.93189 1.14410 6.60613
H -4.39331 -1.68167 3.38407
H -2.97802 -1.03191 2.52997
H -4.46526 -0.21284 2.33797
H -4.22585 3.77682 2.23200
H -5.79104 2.98783 2.71074
H -4.56839 2.10877 1.78765
H -1.44999 1.94006 7.17387
H -1.15320 0.64190 6.03209
H -2.33672 0.41034 7.30311
C 8.14721 -3.87575 1.63677
O 6.99483 -4.22058 2.25422
P 5.61586 -3.95574 1.48624
O 5.64859 -2.83611 0.48731
O 5.15362 -5.40268 1.01993
C 4.55978 -5.55925 -0.28714
O 4.56562 -3.71059 2.69570
C 3.14515 -3.61778 2.53299
H 8.40618 -2.92885 2.11050
H 8.20149 -3.96831 0.55207
H 8.91624 -4.60242 1.89874
H 4.65794 -4.65355 -0.88560
H 3.50361 -5.82855 -0.29505
H 5.24752 -6.18348 -0.85763
H 2.92484 -2.55844 2.66467
H 2.66686 -4.23715 3.29176
H 2.65226 -3.92964 1.61217
C 2.77942 6.22295 1.25376
O 1.42420 5.78314 0.92650
P 0.93496 5.74858 -0.66311
O 2.01848 5.96450 -1.68182
O 0.10925 4.35573 -0.76226
C 0.91124 3.13438 -1.06901
O -0.08890 7.00682 -0.66568
C -0.57837 7.48537 -1.95689
H 3.40185 6.80095 0.57068
H 3.31679 5.34385 1.60945
H 2.61173 6.85838 2.12336
H 1.96679 3.36824 -1.20766
H 0.77024 2.77441 -2.08815
H 0.82466 2.37551 -0.29137
H -0.99048 6.67331 -2.55590
H 0.22669 7.89814 -2.56483
H -1.34375 8.25933 -2.01423
C 0.13961 -6.96726 -1.48748
O 0.28651 -5.54542 -1.63765
C 0.10165 -5.07245 -2.86555
O 0.11570 -5.78435 -3.93533
O 0.03590 -3.74687 -2.75647
C 0.18969 -3.05233 -4.02781
H -0.34450 -7.28975 -0.56567
H 1.15792 -7.35554 -1.50678
H -0.46964 -7.36972 -2.29676
H -0.60576 -3.45990 -4.65171
H 1.16186 -3.13547 -4.51368
H -0.12172 -2.03207 -3.80374
C -1.12724 0.59543 -0.24736
O 0.05023 0.29627 -0.98806
C 0.94095 -0.52011 -0.52496
O 0.97755 -0.96194 0.59675
O 1.74580 -0.81147 -1.59951
C 2.54542 -1.95891 -1.66000
H -1.87790 -0.15414 -0.49786
H -1.51091 1.52646 -0.66462
H -0.99884 0.79239 0.81698
H 3.03926 -2.13021 -0.70351
H 3.17689 -2.03231 -2.54541
H 1.78921 -2.73698 -1.76414
*
```